Record 1
{
  "formula": "C32H14B6FeN2O48",
  "method": "ωB97M-V with the def2-TZVPD basis set",
  "elements": ["Fe", "O", "O", "O", "O", "O", "O", "O", "O", "O", "O", "O", "O", "O", "O", "O", "O", "O", "O", "O", "O", "O", "O", "O", "O", "O", "O", "O", "O", "O", "O", "O", "O", "O", "O", "O", "O", "O", "O", "O", "O", "O", "O", "O", "O", "O", "O", "O", "O", "N", "N", "C", "C", "C", "C", "C", "C", "C", "C", "C", "C", "C", "C", "C", "C", "C", "C", "C", "C", "C", "C", "C", "C", "C", "C", "C", "C", "C", "C", "C", "C", "C", "C", "B", "B", "B", "B", "B", "B", "H", "H", "H", "H", "H", "H", "H", "H", "H", "H", "H", "H", "H", "H"],
  "coordinates": [[-0.36335, -0.31834, 0.33052], [7.57771, 1.76540, 0.17059], [-5.90113, -0.23006, 1.22568], [2.99130, 1.23692, -3.92910], [-8.81255, -0.93976, -2.30344], [-0.52062, -1.90975, -5.99879], [7.54951, -2.64757, -0.42036], [-1.81519, 2.16846, 3.96211], [4.65860, -0.62436, 2.70090], [-2.40008, -1.20128, -4.70390], [-4.18922, 0.09164, 2.73968], [2.83567, -1.72779, 3.48495], [0.09717, -3.05933, -7.96216], [-0.83594, -1.04869, -1.60776], [5.21312, 1.79610, 2.74161], [6.44688, -3.47925, -3.00460], [5.88385, 0.47601, 0.88588], [3.50850, 0.91664, 1.44216], [3.40641, -4.57582, 0.14693], [-2.88000, 0.41471, -3.15799], [3.52731, 0.41652, -1.81962], [0.86097, 1.53157, -3.63226], [5.41815, -3.32495, 0.28835], [4.74785, -0.53687, -3.69553], [-3.11312, 3.96841, 3.05735], [-2.24075, 5.20324, 7.40138], [0.97760, -2.11026, 0.17263], [3.20057, -2.34148, -0.28940], [-3.79490, 2.92688, 5.25016], [1.39930, 0.08692, 1.66030], [-1.98948, -3.54842, -5.06132], [-7.01954, -0.24326, -1.05677], [6.84287, -1.11015, -4.05805], [-1.93606, 4.31005, 5.20237], [-2.63017, 3.55077, 0.85187], [-2.55972, -0.37367, 0.31601], [-4.59838, -0.77846, -0.62812], [-8.07864, -3.51813, -1.21486], [1.47629, 0.55071, -0.85956], [-6.49127, -2.27900, -0.00732], [-0.58779, -2.15184, -3.56979], [5.14132, 1.65848, -2.98590], [6.65143, 3.57662, 2.33816], [-1.95230, -5.07186, -6.73418], [4.55506, -3.79484, -1.81744], [1.33451, -4.91557, 1.13519], [7.37539, 1.68440, -3.10615], [-1.02016, 1.27701, 1.94906], [-4.59869, 3.52859, 7.31236], [-0.91784, 1.46319, -0.85092], [-0.80395, -1.48170, 2.14496], [-3.79457, -0.41326, 0.36356], [2.06352, -2.72866, 0.26265], [5.77095, -3.52797, -1.96014], [-2.52574, 3.31272, 2.05970], [-2.10817, 4.66632, -2.03885], [-3.75321, 3.57320, 6.38762], [3.36958, -0.77379, 2.94495], [6.65902, 1.51658, 0.95496], [-1.08531, 2.41070, -1.54639], [-0.58098, -2.95017, -6.89491], [-1.64590, 2.16660, 2.63856], [6.16594, 2.49545, 2.05984], [6.25975, 1.14404, -3.27018], [-1.49750, -4.06006, -6.17382], [-0.33385, -2.70724, 4.44037], [-2.22218, 5.82070, -3.10311], [-1.22219, 3.51642, -2.45901], [-4.66492, -0.23409, 1.60240], [2.61953, 0.13857, 2.01002], [-2.23050, -0.52957, -3.62541], [2.20258, -4.18068, 0.61492], [6.41475, -3.09313, -0.54629], [1.92615, 1.19722, -3.29448], [-1.07137, -1.22613, -2.84101], [5.99747, -0.28395, -3.77160], [-1.36547, -2.32200, 5.59936], [2.22595, 0.69102, -1.86200], [-7.85508, -1.15062, -1.50778], [-2.50097, 4.43947, 6.43710], [-2.82756, -2.45910, 5.07955], [-0.56014, -2.05364, 3.15104], [-7.45152, -2.48807, -0.97301], [-1.36883, -2.22761, -4.80825], [-6.01030, -0.89036, -0.10838], [4.86293, 0.62871, 1.93806], [4.10888, -3.51998, -0.41197], [-2.67885, 3.35983, 4.31881], [4.07277, 0.66551, -3.12758], [-1.21741, -1.24682, 5.70015], [-3.27863, -3.44440, 4.96208], [0.65886, -2.57197, 4.86970], [-2.92111, -1.92198, 4.13570], [-2.98438, 6.55567, -2.84434], [-0.20766, 3.87206, -2.63883], [-2.33667, 5.46543, -4.12721], [-0.41463, -3.77559, 4.23989], [-3.40901, -2.02403, 5.89239], [-1.59859, 3.07851, -3.38349], [-1.21591, -2.81054, 6.56219], [-1.68648, 5.05465, -1.11176], [-3.13800, 4.31186, -1.99514], [-1.24152, 6.27743, -3.23649]],
  "forces_ev_per_a": [[0.537, 0.930, -0.630], [-1.911, -0.561, 2.248], [-0.926, -0.856, -0.119], [2.949, -0.350, -2.198], [3.270, -0.748, 2.931], [-0.416, -1.881, -1.114], [-2.797, -1.252, 0.700], [0.288, 0.543, -1.936], [-0.452, 0.473, 1.044], [-0.440, -0.032, -0.579], [-1.942, -1.599, -4.273], [0.541, 1.213, 0.181], [-3.413, 0.577, 4.538], [0.152, -0.618, -2.641], [1.110, 1.070, -0.359], [-2.182, -0.985, 2.729], [-1.394, -0.612, 1.086], [-2.065, -0.532, -0.311], [-2.806, -1.501, 1.645], [1.586, -2.206, -1.557], [-2.470, -0.038, 0.701], [-3.710, 1.061, -1.238], [-0.278, 0.812, 1.316], [-3.561, 0.748, 0.352], [0.622, -0.882, -0.147], [-0.061, -2.736, -3.903], [1.631, -0.903, 0.890], [-1.389, 0.323, 0.782], [0.093, 0.013, -1.001], [2.730, -0.034, 1.700], [1.169, 0.421, 0.398], [0.928, 0.004, 1.017], [-0.790, 1.709, -0.223], [0.235, 0.621, 1.307], [0.093, -0.482, 3.163], [-1.883, -0.005, 0.100], [0.641, 0.350, 0.826], [2.225, 2.099, 0.762], [1.729, 0.132, -2.911], [-0.567, -0.331, -1.489], [0.597, -0.432, 0.383], [-2.527, 1.427, 0.525], [-1.332, -1.870, -0.386], [1.890, 2.478, 1.724], [-4.039, -0.444, 0.871], [2.940, 2.605, -1.569], [-3.169, -1.561, -0.857], [-2.119, 3.628, 2.932], [2.463, -0.060, -2.916], [-0.714, 4.130, -2.419], [1.159, -2.228, 3.305], [1.239, -1.602, -1.173], [-0.950, 2.159, -2.598], [6.492, 1.998, -2.573], [0.075, 0.643, -3.013], [-0.784, 0.955, -0.920], [-2.533, -0.375, 2.999], [-0.115, -2.995, -0.503], [2.722, 2.157, -3.061], [0.626, -4.624, 3.613], [3.287, -0.177, -1.469], [0.950, -3.559, -1.105], [1.013, 0.135, 1.179], [5.886, 0.624, 0.063], [-2.299, -1.513, -3.209], [-0.584, -0.959, 1.616], [1.587, -0.904, 0.087], [0.189, 0.222, -0.977], [2.551, 2.986, 4.416], [-2.183, 1.775, -2.961], [-1.245, 2.890, 3.087], [-1.650, -3.852, 1.389], [1.113, 0.263, -2.421], [-0.743, -0.697, 3.124], [-0.614, 0.790, 3.500], [4.291, -1.765, -0.171], [-0.610, 0.355, -2.686], [0.152, -1.309, 3.203], [-2.689, 1.709, -3.500], [0.257, 2.373, 1.303], [0.431, 0.163, 1.105], [-0.816, 2.555, -3.002], [-1.540, -2.508, 1.400], [0.135, -0.392, -2.258], [-0.730, 0.323, -0.799], [0.419, -0.209, -0.007], [3.047, 0.833, -0.907], [-0.183, -0.162, 2.145], [1.960, -0.094, -0.560], [-0.010, 0.022, 0.492], [0.667, -0.374, -0.111], [0.257, 0.391, -0.791], [-0.340, 0.219, 0.252], [0.154, -0.119, -0.005], [0.132, -0.056, -0.195], [-0.814, -0.429, 0.067], [-0.009, -0.154, -0.102], [-0.466, 0.468, -0.451], [0.160, -0.103, -0.183], [0.426, -0.222, -0.363], [-0.742, 0.089, 0.155], [0.128, -0.180, 0.979], [0.075, 0.606, 0.522]],
  "spin_multiplicity": 6,
  "relative_energy_kj_mol": 386.0,
  "charge": -3,
  "homo_lumo_gap_ev": [7.88, 4.35],
  "homo_energy_ha": [-0.13424, -0.13424],
  "lumo_ha": [0.155, 0.026]
}

Record 2
{
  "formula": "CH3ClN2O2",
  "method": "ωB97M-V with the def2-TZVPD basis set",
  "elements": ["Cl", "O", "O", "N", "N", "C", "H", "H", "H"],
  "coordinates": [[-1.44555, 1.32583, -0.45583], [3.53280, 0.94831, -0.58981], [1.80872, 1.05265, 0.67163], [-1.00131, -0.25593, 0.10537], [2.38472, 0.56263, -0.46115], [-1.92951, -1.15822, 0.06215], [-2.87544, -0.87752, -0.40487], [-1.52607, -2.08645, 0.49068], [1.05165, 0.48870, 0.58184]],
  "forces_ev_per_a": [[-0.156, -0.381, -0.090], [-3.162, -0.928, 0.249], [0.856, -0.081, -0.466], [-0.900, -0.841, 0.252], [4.124, 1.233, -0.589], [2.285, 2.104, -0.114], [-0.149, -0.819, 0.382], [-0.976, 0.030, -0.424], [-1.921, -0.316, 0.800]],
  "spin_multiplicity": 1,
  "relative_energy_kj_mol": 214.4,
  "homo_lumo_gap_ev": 10.50,
  "homo_energy_ha": -0.37882,
  "lumo_ha": 0.007
}